# 1
ORCA calculation (the ωB97M-V functional and the def2-TZVPD basis) on a 2-piece molecular cluster, C11H15OS overall in a non-equilibrium geometry.

Structure (XYZ):
```
28
Properties=species:S:1:pos:R:3:forces:R:3
C -3.26154 -1.27301 0.27282 -1.5 -0.6 -0.2
C -2.58131 -1.35079 -0.91350 1.0 3.8 2.3
C -3.05938 -0.22167 1.16825 0.8 0.6 0.6
C -1.72924 -0.21322 -1.10961 0.6 -2.5 -1.7
C -2.04532 0.69270 1.05393 0.4 0.2 0.7
C -1.28077 0.70983 -0.11618 -0.7 -0.2 -2.3
C 1.23165 3.62723 -0.12950 -2.1 -2.6 0.6
C 0.47760 2.51515 0.22261 -0.3 1.7 1.5
C 2.62688 -2.17408 -1.09648 1.3 0.1 2.1
C 2.25883 -0.75740 1.09554 1.5 2.3 0.9
C -0.22299 1.53176 -0.54392 0.3 0.2 1.0
O 0.17573 -1.61287 -0.20654 -0.9 -1.0 0.1
S 1.46592 -0.97225 -0.47291 0.8 0.5 0.2
H -4.09892 -1.97935 0.50304 1.1 0.5 -0.1
H -2.66415 -2.22243 -1.45151 0.0 -1.3 -2.0
H -3.67955 -0.22860 2.01885 -0.5 0.2 1.0
H -1.27571 -0.14928 -2.09960 0.1 0.1 0.2
H -1.71254 1.41577 1.78484 -0.8 -0.1 0.6
H 1.39649 4.48631 0.49165 0.2 -0.2 0.7
H 1.56499 3.72345 -1.11047 0.5 0.2 -1.7
H 0.12150 2.43803 1.24654 0.3 0.6 0.3
H 2.28612 -2.63784 -1.96166 -0.6 -0.4 -1.8
H 2.83893 -2.98062 -0.37855 -0.4 0.3 0.1
H 3.57409 -1.64130 -1.19725 -0.1 0.0 -0.5
H 1.82114 -0.03132 1.82879 -0.2 -0.3 -1.2
H 3.31709 -0.41361 0.95300 -0.9 -0.2 -0.1
H 2.31235 -1.64161 1.65301 -0.1 -1.8 0.4
H 0.14210 1.36102 -1.50518 0.1 -0.1 -1.8
```
Positions in Å, forces in eV/Å.

Properties
F_max = 0.088 Eh/bohr
E_LUMO (alpha / beta) = -0.2162 / -0.2162 hartree
Kohn-Sham gap (alpha / beta) = 6.486 / 6.489 eV
multiplicity = 1
E_tot = -24522.58406 eV
total charge = +1
E_HOMO (alpha / beta) = -12.370 / -12.371 eV
energy relative to the best compared isomer or geometry (same formula, charge and spin) = 0.537 eV


# 2
ORCA calculation (the ωB97M-V functional and the def2-TZVPD basis) on C11H16AgN4S as an isolated structure in a non-equilibrium geometry.

Structure (XYZ):
```
33
Properties=species:S:1:pos:R:3:forces:R:3
Ag -3.15061 0.72234 -0.44221 0.3 -0.1 -0.1
C 0.88890 -1.77682 1.25871 0.3 -0.5 -1.1
N -0.35943 -1.03192 1.47041 1.4 1.7 1.1
C -1.48026 -1.91373 1.67649 -1.4 1.7 0.2
C -0.46924 0.35367 1.57522 0.5 -2.2 -1.6
S -2.08160 0.99891 1.70999 0.2 0.7 0.3
N 0.63111 1.11921 1.41627 -1.2 1.0 -1.1
C 0.50102 2.55913 1.04111 -1.9 -0.1 0.5
C 1.99380 0.76999 1.79374 -0.6 -1.0 0.8
H 0.63520 -2.76694 0.87104 -0.3 0.2 -0.1
H 1.48338 -2.01303 2.13457 -0.1 0.4 0.4
H 1.54046 -1.35369 0.48271 -0.4 0.1 0.4
H -1.27146 -2.71631 2.34266 0.5 -0.7 0.4
H -1.75289 -2.25389 0.68799 -0.5 -0.5 -0.2
H -2.29333 -1.29515 2.12181 0.4 -0.9 -0.5
H 1.19244 2.90053 0.28981 0.5 -0.5 -0.4
H 0.75237 3.07413 1.94932 -0.1 0.8 0.3
H -0.55485 2.84724 0.72076 1.5 -0.7 0.6
H 1.86077 0.16731 2.70717 0.8 0.1 -0.4
H 2.52081 1.66602 2.03231 0.2 0.7 0.4
H 2.56849 0.27757 1.01413 -0.1 -0.2 0.1
N 3.05444 -0.53787 -1.72524 -1.7 0.4 -0.2
C 1.93818 -0.35095 -1.99458 2.2 -0.9 0.1
C 0.57081 -0.20153 -2.34545 -1.2 1.9 -1.1
C -0.31012 -1.25847 -2.53610 1.1 -0.4 1.3
C -1.64996 -0.97483 -2.48637 -0.8 1.7 -0.3
N -2.16576 0.26802 -2.49775 1.0 0.4 0.1
C -1.28640 1.31415 -2.63094 -0.7 -1.9 0.4
C 0.06491 1.13334 -2.54557 1.2 -0.5 0.2
H 0.02450 -2.28978 -2.43425 0.0 0.2 -0.2
H -2.38857 -1.71777 -2.37409 -0.5 -1.1 -0.1
H -1.74142 2.26745 -2.67193 -0.2 0.9 -0.3
H 0.73433 2.01367 -2.61177 -0.4 -0.8 0.3
```
Positions in Å, forces in eV/Å.

Properties
F_max = 0.054 Eh/bohr
E_LUMO = -0.1587 hartree
Kohn-Sham gap = 7.928 eV
multiplicity = 1
E_tot = -32453.94126 eV
total charge = +1
E_HOMO = -12.247 eV
energy relative to the best compared isomer or geometry (same formula, charge and spin) = 0.436 eV


# 3
ORCA calculation (the ωB97M-V functional and the def2-TZVPD basis) on a 2-piece molecular cluster, C11H16BFN2O6P overall in a non-equilibrium geometry.

Structure (XYZ):
```
38
Properties=species:S:1:pos:R:3:forces:R:3
C -1.99993 -4.36692 -0.96212 0.5 -0.2 0.3
C -1.85921 -3.50832 -0.10623 -0.3 -0.3 -0.3
B -1.79466 -2.55037 1.19705 0.2 -0.5 0.4
N -1.90547 -3.42240 2.48759 0.1 -0.6 -0.5
C -2.83083 -1.28256 1.17053 0.0 -0.1 0.4
C -4.19405 -1.55456 0.45587 -0.2 1.1 0.1
C -4.43892 -0.73137 -0.84529 -1.0 -0.6 0.1
F -3.78822 0.51323 -0.86852 -0.2 -0.5 0.0
P -0.00123 -1.74874 1.17009 -0.3 1.0 -1.9
N 0.23100 -0.98784 -0.21837 0.5 0.2 1.0
O 1.19570 -2.90225 1.32678 -0.5 0.8 0.4
O 0.06009 -0.62947 2.42402 0.4 -0.7 -0.3
H -1.89791 -5.24012 -1.60086 -0.3 0.8 0.3
H -2.48565 -4.22838 2.22753 0.1 0.3 0.3
H -0.97761 -3.84402 2.60275 -0.4 0.0 0.2
H -2.28962 -0.39768 0.77408 -0.7 -0.4 -0.1
H -3.05899 -1.04359 2.23718 0.2 -0.2 -0.7
H -4.37313 -2.61983 0.20338 0.3 0.5 0.1
H -5.00974 -1.26469 1.16194 0.5 -0.2 -0.5
H -5.53384 -0.50885 -0.89624 0.7 0.0 -0.1
H -4.19842 -1.28890 -1.77475 0.4 0.4 0.6
H 0.36945 0.01456 -0.05434 0.1 -0.4 -0.3
H 1.81877 -2.73338 0.59795 -0.3 0.2 0.2
H -0.17661 0.23112 2.04305 0.2 -0.4 0.1
C 3.66014 1.95957 -0.51555 -0.2 0.0 0.1
C 4.73554 2.57485 -1.01567 0.2 -0.6 0.2
C 4.65838 3.95916 -1.57702 -0.3 0.5 -0.1
O 5.67506 4.48045 -2.00354 0.1 -0.3 0.1
C 3.35965 4.62462 -1.59228 0.3 0.0 -0.1
C 2.28078 4.00893 -1.09554 -0.4 0.7 -0.3
C 2.36400 2.63449 -0.50873 0.3 -0.6 0.1
O 1.35936 2.12923 -0.05397 -0.2 0.5 0.0
O 1.07091 4.58424 -1.09394 0.3 -0.6 0.2
O 5.94589 1.98832 -1.04218 -0.2 0.6 -0.2
H 3.70201 0.95943 -0.10557 0.0 0.0 0.0
H 3.31359 5.61799 -2.01647 0.0 0.0 0.0
H 0.46908 3.93195 -0.68352 0.0 0.0 0.0
H 6.54461 2.64211 -1.44905 0.0 0.0 0.0
```
Positions in Å, forces in eV/Å.

Properties
F_max = 0.041 Eh/bohr
E_LUMO = 0.0118 hartree
Kohn-Sham gap = 4.689 eV
multiplicity = 1
E_tot = -39615.50639 eV
total charge = -1
E_HOMO = -4.368 eV
energy relative to the best compared isomer or geometry (same formula, charge and spin) = 0.482 eV